[1]
The following is a DFT calculation (wB97M-V/def2-TZVPD) of C36H67N11O19SSi as an isolated structure at a distorted geometry.

**Frontier orbital gap**: 8.026 eV
**Electronic energy**: -4130.68125 Eh
**HOMO**: -8.58 eV
**LUMO level**: -0.552 eV
**Total charge**: 0

Element x y z (Å)
C -0.46211 3.36949 -1.44445
C -0.54500 2.20010 -0.45230
C 0.11303 2.51936 0.87652
O 0.33181 1.37530 1.71627
C -0.57893 0.35900 1.59464
C -1.88755 0.43936 2.03772
C -2.38514 1.66899 2.75656
C -3.49593 1.34948 3.75618
O -3.00077 0.41789 4.70237
Si -4.07217 -0.62002 5.47292
C -3.70035 -0.63737 7.31278
C -3.70837 -2.34455 4.84061
C -5.87465 -0.13656 5.30179
C -2.72442 -0.67470 1.78037
C -2.25835 -1.79984 1.13454
C -0.91589 -1.88993 0.70709
N -0.47237 -3.02653 0.07660
C 0.78179 -3.02241 -0.27441
C 1.35692 -4.23479 -0.98174
C 0.23367 -5.08899 -1.56740
C -0.41756 -6.04624 -0.58621
C -1.75589 -6.58662 -1.13302
C -2.90429 -5.62944 -0.80355
C -3.04440 -4.41407 -1.75669
C -4.45709 -4.15043 -2.24409
S -5.42017 -3.09889 -1.10713
C -4.92316 -1.52073 -1.60277
N -5.69048 -0.61030 -2.11190
N -4.91287 0.50609 -2.29391
C -3.72926 0.19586 -1.88466
O -3.65199 -1.06015 -1.43664
C 1.63021 -1.89434 -0.03222
O 2.90322 -1.94477 -0.48613
C 3.89453 -1.63423 0.48352
C 4.76430 -0.43867 0.03154
O 4.64952 -0.22076 -1.35872
C 5.87080 -0.01630 -2.03431
C 6.14000 1.46887 -2.24542
N 1.22538 -0.82021 0.55334
C -0.07720 -0.80373 0.95438
H 0.44774 3.94340 -1.33227
H -0.57480 2.99865 -2.45970
H -1.29405 4.05454 -1.28824
H -0.03575 1.34883 -0.90413
H -1.60148 1.96520 -0.34275
H -0.46879 3.28538 1.39397
H 1.08987 2.95265 0.72043
H -2.83411 2.31404 1.99607
H -1.56481 2.17695 3.24836
H -4.34515 0.97540 3.18836
H -3.77098 2.28241 4.24828
H -3.92429 0.32310 7.77130
H -2.69282 -0.97121 7.54042
H -4.39300 -1.34852 7.76699
H -4.02112 -3.10199 5.54455
H -2.62756 -2.41465 4.70909
H -4.16532 -2.53987 3.87263
H -6.17823 0.67920 5.95249
H -6.44583 -1.01390 5.59912
H -6.17492 0.05933 4.27545
H -3.76344 -0.68397 2.06568
H -2.91689 -2.63417 0.94319
H 1.96778 -4.79406 -0.27338
H 1.98146 -3.90461 -1.80765
H -0.47772 -4.40256 -2.01013
H 0.61098 -5.69260 -2.39348
H 0.24336 -6.87367 -0.33122
H -0.67399 -5.55822 0.35024
H -1.66410 -6.67441 -2.21717
H -1.99587 -7.55635 -0.70720
H -2.83693 -5.28005 0.22395
H -3.84370 -6.18283 -0.86758
H -2.64108 -3.54699 -1.24516
H -2.43797 -4.63136 -2.63312
H -4.39298 -3.59338 -3.17729
H -5.02272 -5.04584 -2.47603
H -2.87443 0.84402 -1.90802
H 4.52840 -2.51142 0.61310
H 3.45803 -1.40983 1.45101
H 4.37670 0.44534 0.54164
H 5.79725 -0.59276 0.33529
H 6.72207 -0.50789 -1.56435
H 5.76317 -0.47709 -3.01770
H 5.48988 1.88166 -3.01081
H 7.16590 1.60274 -2.58321
H 5.97087 1.97816 -1.29986
C 0.46783 -0.98157 -3.24960
N 0.93182 -1.59070 -4.52275
O 1.27211 -0.84855 -5.42076
O 0.94682 -2.80303 -4.57761
H 0.51340 0.09718 -3.34306
H -0.55094 -1.31884 -3.07478
H 1.13282 -1.33373 -2.46697
C 3.93836 5.68037 0.91674
N 2.89059 5.41440 -0.10480
O 3.19478 5.53756 -1.27073
O 1.79080 5.06938 0.28683
H 4.85171 5.95185 0.40717
H 3.58317 6.48965 1.54758
H 4.07157 4.76977 1.49325
C -5.26158 3.47307 -3.38488
N -5.69917 4.86286 -3.69560
O -6.37332 5.03725 -4.68822
O -5.34822 5.73218 -2.92523
H -5.64364 2.80750 -4.14773
H -4.17599 3.47284 -3.37267
H -5.65923 3.21260 -2.41077
C -7.56645 -3.26639 8.23975
N -6.35850 -3.69698 7.48344
O -6.24480 -3.32110 6.33410
O -5.56298 -4.39422 8.07218
H -8.17762 -2.65246 7.58911
H -8.09447 -4.16419 8.54527
H -7.22454 -2.70587 9.10449
C 8.64038 7.72292 0.14329
N 7.34034 7.49532 0.83060
O 6.76271 8.45223 1.29900
O 6.94264 6.34959 0.86872
H 8.86672 8.78149 0.18284
H 9.38954 7.13808 0.66751
H 8.52979 7.37712 -0.88100
C 7.91994 4.88456 -2.59146
N 7.48523 5.70378 -1.42476
O 7.57101 6.91227 -1.51446
O 7.07608 5.10132 -0.45786
H 8.26175 5.55042 -3.37455
H 8.72199 4.23679 -2.25164
H 7.06443 4.30109 -2.91738
C 3.41666 -2.50197 -6.67217
N 4.73684 -2.72277 -7.32715
O 4.94503 -2.17015 -8.38652
O 5.52267 -3.44524 -6.74940
H 2.82831 -1.84154 -7.29361
H 2.93851 -3.46995 -6.56508
H 3.60763 -2.05723 -5.70192

=====

[2]
The following is a DFT calculation (wB97M-V/def2-TZVPD) of a 4-piece molecular cluster, C36H68NO16P3 overall at a distorted geometry.

**Frontier orbital gap**: 9.228 eV
**Electronic energy**: -3695.23668 Eh
**HOMO**: -9.83 eV
**LUMO level**: -0.598 eV
**SMILES string**: CC(=O)OCCCCCCCCc1cccc2c1C(=O)NC2=O.CCOP(=O)(OCC)OCC.CCOP(=O)(OCC)OCC.CCOP(=O)(OCC)OCC
**Total charge**: 0

Element x y z (Å)
C -1.42714 5.16197 -0.86175
C -2.00964 3.99043 -1.66599
O -1.40300 3.62258 -2.64514
O -3.20016 3.42817 -1.28974
C -2.93522 2.13940 -0.61906
C -4.04748 1.15806 -1.03047
C -3.54902 -0.21455 -1.56605
C -2.25726 -0.75012 -0.88968
C -2.33434 -2.26759 -0.56713
C -0.96668 -2.93687 -0.22101
C 0.11958 -1.99832 0.34078
C -0.26174 -1.37644 1.72151
C 0.96517 -1.23847 2.63258
C 0.90227 -1.52571 3.99349
C 1.98601 -1.44723 4.86349
C 3.23058 -1.07758 4.35916
C 3.30301 -0.78180 3.00970
C 2.19390 -0.77136 2.14166
C 2.60617 -0.16594 0.80479
O 1.88710 0.49525 0.10162
N 4.01061 0.03625 0.88549
C 4.51153 -0.50744 2.13528
O 5.59374 -1.01042 2.26292
H -0.33180 5.10223 -0.85930
H -1.77889 5.16938 0.18021
H -1.68190 6.11523 -1.34960
H -3.01828 2.35861 0.45756
H -1.92799 1.83523 -0.92561
H -4.58967 1.64187 -1.86129
H -4.79767 0.99023 -0.24715
H -4.34602 -0.94620 -1.33328
H -3.43357 -0.24238 -2.65794
H -1.96213 -0.20646 0.01541
H -1.44308 -0.64621 -1.63154
H -3.05223 -2.39259 0.26488
H -2.78640 -2.74359 -1.45421
H -0.62526 -3.46626 -1.12089
H -1.19097 -3.72261 0.52443
H 1.02139 -2.63091 0.45050
H 0.40750 -1.22590 -0.38162
H -0.71228 -0.38003 1.61955
H -0.96528 -2.09606 2.16117
H -0.06115 -1.87654 4.37098
H 1.92123 -1.66719 5.92913
H 4.15164 -1.02506 4.94231
H 4.20441 1.03435 0.98267
O -4.45472 1.20377 2.25310
P -4.46268 1.56785 3.70630
O -3.35259 0.53543 4.33107
C -1.97645 0.74307 4.02337
C -1.40433 1.91454 4.80002
O -5.83584 0.76214 4.13301
C -6.87598 0.50887 3.18674
C -6.83801 -0.94121 2.75472
O -4.52215 2.44664 5.10121
C -5.74692 2.81669 5.75603
C -5.99766 1.88354 6.91938
H -1.84916 0.88538 2.94610
H -1.44918 -0.16713 4.30250
H -1.85696 2.85557 4.47546
H -0.32505 1.98470 4.65249
H -1.61145 1.80782 5.86500
H -6.81339 1.18313 2.33373
H -7.82467 0.71672 3.69051
H -5.86656 -1.20461 2.33473
H -7.60746 -1.14339 2.00684
H -7.00438 -1.59754 3.61055
H -6.58414 2.84430 5.06089
H -5.61407 3.83302 6.13377
H -6.06176 0.84611 6.59600
H -6.92390 2.14667 7.43175
H -5.17283 1.93562 7.63233
O 11.40485 -6.49440 1.52032
P 10.75399 -5.28928 2.12253
O 10.40081 -5.80215 3.64015
C 11.46353 -5.99858 4.57012
C 12.00303 -4.67809 5.08961
O 9.26487 -5.47037 1.43540
C 9.09570 -6.14703 0.19051
C 8.52658 -7.52931 0.42804
O 10.40689 -3.72279 2.50392
C 9.55124 -2.87989 1.71066
C 8.17910 -2.81245 2.34113
H 12.25842 -6.59465 4.11167
H 11.05212 -6.57683 5.39820
H 12.49874 -4.11889 4.29166
H 12.72536 -4.84461 5.89042
H 11.19306 -4.05307 5.46609
H 10.02734 -6.18838 -0.37210
H 8.38952 -5.55672 -0.40147
H 9.16304 -8.11065 1.09563
H 8.42078 -8.07245 -0.51349
H 7.54570 -7.46032 0.90157
H 9.51291 -3.20743 0.67308
H 9.99506 -1.88151 1.71215
H 7.72734 -3.79931 2.42974
H 7.51551 -2.17964 1.75676
H 8.24544 -2.41159 3.35431
O -3.06272 2.26543 -8.69013
P -3.55238 3.56819 -8.14028
O -3.71939 3.24260 -6.54660
C -2.54620 3.06670 -5.74576
C -1.86438 4.38784 -5.45297
O -5.13260 3.42527 -8.60238
C -5.50952 2.63857 -9.73105
C -6.11846 1.33222 -9.26879
O -3.75676 5.19050 -7.89765
C -4.66369 5.99896 -8.66117
C -5.92940 6.22555 -7.86470
H -1.85919 2.37045 -6.23602
H -2.87008 2.60965 -4.81083
H -1.45281 4.82569 -6.36842
H -1.05279 4.25095 -4.74461
H -2.57605 5.10626 -5.04395
H -4.66793 2.47309 -10.40228
H -6.25581 3.21394 -10.28809
H -5.43036 0.77877 -8.62943
H -6.38347 0.70408 -10.12204
H -7.01943 1.51929 -8.68188
H -4.86403 5.56691 -9.64030
H -4.17128 6.95939 -8.83233
H -6.41477 5.28615 -7.60618
H -6.63471 6.83917 -8.42722
H -5.70000 6.72568 -6.92201

=====

[3]
The following is a DFT calculation (wB97M-V/def2-TZVPD) of C36H70Br2F6N4O12PS2 as an isolated structure at a distorted geometry.

**Frontier orbital gap**: 5.664 eV
**Electronic energy**: -9419.36848 Eh
**HOMO**: -9.74 eV
**LUMO level**: -4.080 eV
**Total charge**: +1

Element x y z (Å)
C 5.14514 -4.03472 3.50776
C 4.67531 -3.24912 2.11144
O 3.37212 -3.76643 1.60738
C 3.35723 -3.82228 0.13341
C 2.14574 -4.73895 -0.49824
O 0.98534 -3.95978 -0.99039
C -0.13659 -4.88898 -1.19071
C -1.62220 -4.19579 -1.20825
O -1.89752 -3.27835 -0.09157
C -2.78601 -3.84974 0.91487
C -2.92515 -3.13344 2.35088
N -3.92879 -4.04868 2.99923
N -3.15837 -1.61063 2.29675
C -2.72486 -0.69596 3.44323
C -3.78013 -0.27906 4.62457
Br -3.41022 1.10001 6.09889
C -5.20295 -0.73939 4.78202
C -5.95074 -1.74564 3.78223
Br -6.40956 -0.10294 6.31593
S -2.66599 0.96600 2.59273
O -2.67624 0.95120 1.01341
O -4.07312 1.65172 2.85920
C -1.40394 2.21180 3.05896
F -0.88783 2.25353 4.43164
F -0.23418 2.24820 2.09990
C -2.08442 3.73123 2.84200
F -2.68921 3.91355 1.50509
F -2.92775 4.15579 3.98411
F -0.88902 4.65783 2.87134
C -1.30330 -1.51378 3.83137
C -0.95137 -1.18338 5.43419
C 0.33163 -1.90000 6.09575
O 0.04911 -2.55983 7.41581
C 1.43030 -2.92893 7.87379
O 2.13030 -3.96373 7.39141
C 0.11605 -1.15467 3.16283
F 0.83427 0.05925 3.71140
C 0.28209 -0.97347 1.55706
C 1.90027 -0.62126 1.30422
C -1.71223 -3.11810 3.50834
O -2.56090 -3.40358 4.67283
C -2.04570 -4.38389 5.60549
C -2.62604 -5.92696 5.31607
P -0.52019 -4.35857 2.77753
S 1.02453 -4.94017 3.78198
H 4.55235 -3.64391 4.46106
H 5.06734 -5.21018 3.40790
H 6.28443 -3.75030 3.70686
H 4.55965 -2.10757 2.43831
H 5.52808 -3.27307 1.30904
H 3.39012 -2.75103 -0.37545
H 4.37193 -4.36488 -0.18327
H 1.86943 -5.54452 0.31154
H 2.61980 -5.29979 -1.43704
H 0.02451 -5.37252 -2.26934
H -0.17073 -5.77998 -0.42826
H -1.82697 -3.57864 -2.20960
H -2.40893 -5.08993 -1.24469
H -3.87761 -3.76921 0.42429
H -2.60723 -5.03039 0.92731
H -4.81723 -3.93514 2.43178
H -3.64581 -5.04392 2.85709
H -2.33469 -1.44204 1.64104
H -3.91587 -1.25853 1.63580
H -7.12823 -1.53020 3.85412
H -5.74502 -1.69335 2.64491
H -5.86825 -2.84187 4.25057
H -0.80044 -0.01132 5.61701
H -1.85632 -1.44866 6.16720
H 1.13205 -1.05700 6.37484
H 0.91431 -2.68385 5.47344
H 1.95923 -2.30390 8.73906
H 0.91660 -2.01094 3.41265
H -0.29680 -0.08497 1.06724
H 0.08230 -1.91974 0.90134
H 2.23429 -0.96866 0.21205
H 2.50622 -1.24600 2.10603
H 2.14273 0.51337 1.48056
H -2.53577 -4.11471 6.66413
H -0.89591 -4.37928 5.80869
H -2.16026 -6.67592 6.12012
H -3.78489 -5.87437 5.59836
H -2.46677 -6.28074 4.21565
H 0.02417 -4.01923 1.45500
H -1.27573 -5.59825 2.53264
C 4.11701 5.04606 -3.94066
O 3.37871 5.93267 -3.10704
C 1.95915 5.85438 -3.29281
C 1.28239 5.18120 -2.08603
N 1.59577 3.74949 -2.02503
C 1.25971 3.11857 -0.74340
C 1.93077 3.66871 0.53307
O 3.33479 3.41752 0.61689
C 4.13938 4.31853 -0.13022
H 5.16734 5.32983 -3.89444
H 4.02839 4.01609 -3.58400
H 3.78168 5.10694 -4.98202
H 1.69030 5.36373 -4.23497
H 1.60167 6.88813 -3.34873
H 0.19688 5.30717 -2.16125
H 1.62518 5.70408 -1.18966
H 2.58758 3.61632 -2.19517
H 1.53821 2.06105 -0.83889
H 0.17207 3.14329 -0.61453
H 1.48930 3.13298 1.38206
H 1.71321 4.72762 0.70760
H 3.73033 5.33194 -0.14299
H 4.27348 3.93972 -1.14352
H 5.12917 4.35466 0.33104
C 0.26886 2.76575 -5.92092
O 0.56764 4.05617 -6.44208
C 1.70455 4.07860 -7.31543
C 1.27216 4.29291 -8.77646
N 0.58265 3.11338 -9.31033
C -0.13408 3.35843 -10.56722
C -1.24297 4.43208 -10.57158
O -2.40340 4.08513 -9.81368
C -2.27764 4.29703 -8.41488
H -0.45043 2.88298 -5.11175
H -0.18563 2.13411 -6.68928
H 1.16702 2.27852 -5.52533
H 2.33109 3.18656 -7.20410
H 2.30639 4.94122 -7.01010
H 2.15559 4.49949 -9.39026
H 0.62839 5.17582 -8.79711
H -0.08466 2.77634 -8.62369
H -0.59264 2.40233 -10.85115
H 0.59708 3.59651 -11.34755
H -1.59100 4.52736 -11.60719
H -0.87699 5.42532 -10.29124
H -1.66996 5.17403 -8.17805
H -1.87214 3.40273 -7.94151
H -3.27739 4.45169 -8.00217